A structure of composition C44H107BrI2NO16Si in a non-equilibrium geometry, computed with the ωB97M-V functional and the def2-TZVPD basis.

Each line ends with the Löwdin charge.
CARTESIAN COORDINATES (ANGSTROEM)
H -0.985 4.537 5.852  0.08
C 1.557 -8.862 3.707  -0.32
H 3.958 11.491 8.177  0.08
C 2.566 12.826 6.492  -0.10
H 4.800 6.027 3.037  0.08
H -0.240 -2.327 -3.546  0.14
H -5.278 2.636 -1.806  0.12
O 1.491 -6.472 -6.807  -0.08
C -2.143 3.480 -4.249  -0.65
H 0.171 -8.406 -3.416  0.10
H -3.001 0.425 2.670  0.03
H 5.928 -3.074 -1.162  0.09
O -0.113 -10.352 -1.477  -0.10
C 1.895 8.107 7.574  -0.32
H 3.220 -5.968 -2.287  0.07
Br 3.293 3.638 -1.816  0.67
H -0.197 -9.491 1.058  0.05
H 2.103 13.754 6.148  0.07
H -5.920 -4.734 2.548  0.11
H 2.573 -10.757 3.883  0.08
O 0.629 7.528 7.278  -0.10
H 2.725 3.752 1.014  0.03
H -3.130 4.604 -1.375  0.12
C 1.341 1.134 -3.414  -0.25
H 2.653 -9.230 -5.025  0.08
I -1.044 5.147 -5.183  0.76
C 2.429 -9.843 4.465  -0.10
H 2.366 8.394 6.631  0.11
C 1.247 -8.400 -3.616  -0.31
H 8.297 -5.642 -1.852  0.07
O -5.449 5.711 -2.036  -0.10
H 2.965 6.502 0.807  0.07
H 1.738 9.011 8.170  0.10
H -2.088 1.290 1.266  0.03
H -0.537 -1.388 -0.674  0.07
H 3.137 -5.774 -0.403  0.07
C 1.377 -1.107 -2.563  -0.18
C -2.903 0.523 1.535  -0.17
H -4.373 0.997 -5.589  0.05
H -1.179 3.630 -0.959  0.13
C 2.372 -3.934 -1.586  -0.37
H -0.120 -9.677 4.265  0.08
H 1.649 4.387 4.279  0.10
H 2.008 -2.200 -0.121  0.07
C 2.620 -5.540 -1.396  -0.11
C -4.185 2.585 -1.423  -0.25
O 0.292 -9.447 3.422  -0.10
C 2.762 7.111 8.319  -0.09
H 0.605 5.037 6.470  0.06
O -5.520 -3.006 1.511  -0.10
H -7.322 6.321 -2.621  0.11
H -2.667 -0.500 1.086  0.03
H 0.246 2.097 0.384  0.10
C 0.369 -2.386 -2.563  -0.28
O -0.137 3.857 3.412  -0.10
H -3.126 0.512 -4.331  0.10
H 0.315 -8.176 0.011  0.07
H 1.954 -10.136 5.406  0.07
H 0.166 -10.984 -0.800  0.08
H 1.345 -0.585 -1.527  0.10
H 1.579 2.869 2.185  0.05
H -1.780 -2.107 -1.871  0.07
C -2.876 2.652 -5.168  -0.68
C 1.128 -3.800 -2.591  -0.16
C 0.436 3.138 -2.451  -0.34
C 6.339 -4.749 -2.064  -0.31
H -6.274 0.002 -0.781  0.05
H 1.105 4.369 -0.691  0.10
C -6.446 7.768 -1.272  -0.10
H -4.550 1.713 -3.912  0.06
H -5.875 0.444 2.830  0.03
C -5.214 -0.220 -0.368  -0.19
O 2.669 2.523 -4.975  -0.12
C -0.756 -2.276 -1.382  -0.08
H -5.960 7.230 -3.303  0.12
H -1.302 -8.134 0.751  0.08
C -1.110 -9.516 -0.900  -0.32
H 3.407 -9.407 4.685  0.07
C 3.266 7.205 2.825  -0.33
H 3.741 7.541 8.548  0.07
C 7.620 -4.993 -1.291  -0.10
H 1.369 12.647 8.276  0.11
H -0.753 -3.243 -0.776  0.06
H -3.725 1.611 -1.825  0.10
C 2.208 2.755 1.214  -0.14
H -0.163 5.913 5.129  0.07
H -5.464 8.190 -1.045  0.08
H 2.740 -8.046 -7.189  0.11
H 3.040 -3.585 0.534  0.07
H 3.200 -6.225 -8.844  0.08
H 1.570 -6.378 -9.482  0.07
Si -4.575 1.158 0.789  0.47
H 2.096 11.985 5.975  0.08
H 2.902 13.506 8.518  0.11
H -0.940 4.968 -2.192  0.10
C 0.669 3.998 4.576  -0.32
O 1.663 -7.059 -3.835  -0.11
H 2.482 -1.438 -2.691  0.13
C -3.769 1.398 -4.686  -0.15
C 1.679 1.720 -4.903  -0.51
H 2.966 8.272 0.968  0.07
H 1.175 -3.808 0.368  0.08
H -6.930 1.360 1.634  0.04
H 0.357 -4.645 -2.448  0.11
H -7.311 -2.861 3.497  0.07
H -7.126 8.581 -1.538  0.07
H 0.809 3.006 5.012  0.11
C 1.921 -7.513 -7.677  -0.34
H 8.131 -4.048 -1.082  0.07
C -5.902 1.380 2.169  -0.20
H 1.399 -7.948 4.289  0.11
O 0.943 -0.259 -3.649  -0.11
H 7.403 -5.459 -0.326  0.07
H 1.556 -3.949 -3.659  0.13
O 3.024 11.457 8.423  -0.10
H 2.024 -8.589 2.758  0.11
H 2.208 7.180 3.096  0.11
C 1.295 2.244 -0.045  -0.23
H 2.719 -7.720 -9.676  0.07
C 2.423 12.673 7.993  -0.32
N -2.146 3.195 -2.804  -0.15
H 2.905 6.206 7.722  0.07
H 1.079 -8.865 -5.716  0.05
H -1.437 -8.806 -1.662  0.10
H -5.799 5.290 -1.238  0.09
C -7.630 -3.409 2.605  -0.10
C -6.343 6.756 -2.396  -0.31
H 1.093 -8.213 -7.824  0.11
H 5.820 -5.692 -2.252  0.11
C -3.382 3.791 -2.133  -0.14
H 3.737 8.044 3.350  0.10
C 1.578 -9.251 -4.824  -0.08
H -4.046 4.158 -3.000  0.12
I -2.879 3.005 -7.341  0.67
O 3.864 5.994 3.272  -0.09
H -5.744 2.356 2.745  0.04
H 0.761 -6.010 -7.242  0.10
O 5.467 -3.910 -1.318  -0.10
H 3.343 -3.515 -2.008  0.10
C -6.437 -4.022 1.897  -0.32
H 4.485 7.352 1.047  0.08
H 3.038 1.996 1.479  0.08
C -0.002 4.925 5.569  -0.10
C -0.998 3.821 -2.089  -0.19
H 3.621 12.830 6.202  0.07
H 1.268 -10.288 -4.670  0.07
H -6.757 -4.548 0.996  0.11
H -4.521 -0.425 -1.268  0.05
H -1.966 -10.136 -0.614  0.10
O 0.195 1.765 -2.803  -0.06
H 1.747 1.240 -0.353  0.09
H 2.284 6.805 9.254  0.07
C -0.547 -8.784 0.302  -0.08
H 1.764 -8.775 -2.730  0.11
H -5.234 -2.550 2.314  0.08
C 2.381 -6.932 -9.000  -0.09
H 0.868 3.778 -3.308  0.09
C 1.401 3.363 -1.183  -0.58
H -8.346 -4.179 2.903  0.07
H -0.248 4.736 3.026  0.08
H -8.134 -2.690 1.954  0.08
H 1.195 -6.731 -4.617  0.06
O -4.239 2.675 0.024  -0.27
H 6.548 -4.272 -3.027  0.11
H -6.808 7.292 -0.355  0.07
H 2.277 1.089 -2.763  0.13
O 0.901 1.394 -6.006  -0.19
C 2.125 -3.353 -0.112  -0.10
H -5.306 -1.186 0.241  0.02
C 3.426 7.347 1.324  -0.09
H 1.600 -6.087 -1.400  0.06
H 0.216 7.286 8.117  0.09

Results
**Lowest unoccupied orbital energy**: 1.65 eV
**Net charge**: -1
**Total energy**: -6457.881477 Ha
**Strongest force on any atom**: 0.12191 Eh/bohr
**Kohn-Sham gap**: 5.59 eV
**HOMO**: -3.9 eV